1.
The following is a DFT calculation (ωB97M-V/def2-TZVPD) of a structure of composition C37H57AsNO4P2S2SiZn in a non-equilibrium geometry.

## Properties
energy above the lowest of the compared OMol25 structures with the same formula, charge and spin	55.64	kJ/mol
total charge	-1
E_HOMO	-5.13	eV
Kohn-Sham gap	0.27853	Ha

```
106
Properties=species:S:1:pos:R:3:mulliken_charge:R:1
Zn 0.692 -1.493 0.401 2.0525
S 0.485 -1.513 2.703 -0.8546
C -1.177 -1.732 3.277 1.1702
C -1.387 -2.781 4.184 -1.0261
C -2.597 -2.953 4.828 -0.5662
C -3.630 -2.055 4.610 -1.0059
C -3.443 -1.020 3.711 -0.0743
C -2.246 -0.854 3.013 -0.6284
As -2.017 0.628 1.742 0.9068
C -1.903 2.030 3.127 0.3779
C -1.435 1.724 4.403 -0.5288
C -1.246 2.719 5.350 -0.7559
C -1.510 4.044 5.038 -0.4191
C -1.933 4.369 3.757 -0.9379
C -2.124 3.370 2.815 -0.2955
C -3.947 0.719 1.303 -0.2343
C -4.738 1.861 1.324 -0.3090
C -6.084 1.808 0.978 -0.6600
C -6.662 0.608 0.598 -0.6178
C -5.881 -0.540 0.554 -0.7083
C -4.540 -0.477 0.888 0.3098
H -0.561 -3.451 4.386 0.4002
H -2.731 -3.788 5.506 0.3476
H -4.566 -2.157 5.145 0.3770
H -4.247 -0.309 3.566 0.4855
H -1.195 0.698 4.653 0.3635
H -0.891 2.461 6.341 0.4117
H -1.367 4.821 5.778 0.3699
H -2.101 5.407 3.492 0.3773
H -2.437 3.639 1.813 0.3615
H -4.313 2.808 1.631 0.2239
H -6.684 2.709 1.016 0.3960
H -7.712 0.568 0.338 0.3636
H -6.325 -1.484 0.260 0.4204
H -3.935 -1.376 0.850 0.1639
C -3.010 -0.336 -3.132 -1.5357
P -1.945 -1.355 -2.013 1.0158
C -0.560 -1.656 -3.182 -0.7457
C -2.770 -3.010 -2.243 -1.1030
C -1.843 -4.158 -1.775 -1.3852
P -0.917 -3.821 -0.183 0.8163
C 0.085 -5.361 -0.156 -1.4986
C -2.223 -4.283 1.034 -1.1912
H -2.936 -0.679 -4.166 0.4721
H -2.672 0.700 -3.062 0.3433
H -4.047 -0.384 -2.799 0.4118
H -0.925 -2.124 -4.100 0.6025
H 0.204 -2.282 -2.719 0.0604
H -0.090 -0.701 -3.394 -0.5120
H -3.018 -3.124 -3.302 0.5518
H -3.706 -3.028 -1.676 0.3793
H -1.077 -4.319 -2.538 0.3604
H -2.395 -5.094 -1.653 0.6658
H -0.521 -6.243 -0.375 0.4349
H 0.549 -5.460 0.826 0.3708
H 0.880 -5.267 -0.896 0.3125
H -2.662 -5.252 0.783 0.5050
H -3.003 -3.520 1.059 0.2330
H -1.770 -4.322 2.024 0.2654
S 3.522 -3.947 -2.236 -0.4749
C 2.672 -3.215 -1.095 0.5314
N 2.017 -2.752 -0.237 -0.3111
C 5.217 -0.301 1.461 -1.9083
C 4.828 0.212 0.075 1.7452
C 5.411 -0.723 -0.987 -1.1723
C 5.355 1.641 -0.095 -1.4059
O 3.406 0.193 0.033 -0.6827
Si 2.294 0.699 -1.074 -4.2077
O 0.904 0.136 -0.564 3.0074
O 2.715 0.143 -2.568 1.0392
C 2.935 0.721 -3.846 1.6244
C 1.646 1.370 -4.362 -1.7327
C 3.355 -0.424 -4.768 -1.6822
C 4.043 1.780 -3.803 -1.5194
O 2.322 2.347 -1.219 0.5709
C 1.628 3.300 -0.424 1.7113
C 0.189 3.397 -0.938 -1.5002
C 2.341 4.637 -0.633 -2.0106
C 1.647 2.917 1.055 -1.0384
H 6.301 -0.380 1.552 0.3955
H 4.769 -1.283 1.620 0.3217
H 4.841 0.376 2.230 0.3907
H 6.502 -0.668 -1.003 0.4443
H 5.014 -0.467 -1.964 -0.0029
H 5.105 -1.746 -0.771 0.2443
H 6.438 1.668 0.035 0.5436
H 4.891 2.285 0.654 0.2190
H 5.097 2.031 -1.077 0.1380
H 0.887 0.609 -4.549 0.4168
H 1.833 1.919 -5.286 0.4845
H 1.272 2.057 -3.603 0.2070
H 2.555 -1.162 -4.831 0.2559
H 4.241 -0.919 -4.369 0.3077
H 3.574 -0.044 -5.768 0.3593
H 3.759 2.559 -3.098 0.0414
H 4.191 2.217 -4.791 0.5691
H 4.984 1.334 -3.477 0.2965
H 0.198 3.604 -2.010 0.3182
H -0.350 4.195 -0.427 0.5152
H -0.311 2.441 -0.767 0.0758
H 2.338 4.891 -1.695 0.3405
H 3.376 4.566 -0.297 0.3594
H 1.834 5.426 -0.076 0.4192
H 1.152 1.954 1.191 -0.0778
H 1.142 3.669 1.662 0.5877
H 2.678 2.810 1.394 0.1595
```

=====

2.
The following is a DFT calculation (ωB97M-V/def2-TZVPD) of an isolated molecule of C16H20N2O4S in a non-equilibrium geometry.

## Properties
energy above the lowest of the compared OMol25 structures with the same formula, charge and spin	120.71	kJ/mol
total charge	0
E_HOMO	-8.37	eV
Kohn-Sham gap	0.32844	Ha

```
43
Properties=species:S:1:pos:R:3:mulliken_charge:R:1
C 4.422 -2.315 2.540 -0.6593
H 4.208 -2.781 3.498 0.2374
H 5.477 -2.421 2.285 0.2918
H 3.820 -2.767 1.749 0.3097
O 4.086 -0.938 2.683 -0.2926
C 4.312 -0.161 1.626 0.7312
O 4.772 -0.540 0.586 -0.5713
C 3.884 1.283 1.909 -0.7999
N 2.955 1.722 0.908 0.1264
C 1.673 1.269 0.777 0.4895
C 0.945 0.389 1.573 -0.9064
C -0.354 0.122 1.200 -0.8046
C -0.904 0.721 0.068 -0.3417
C -0.204 1.592 -0.731 -0.3405
C 1.116 1.877 -0.380 0.7617
C 2.138 2.694 -0.938 -1.2397
C 3.229 2.562 -0.137 -0.1418
H 4.198 3.015 -0.226 0.4007
H 2.058 3.297 -1.820 0.4848
H -0.681 2.032 -1.592 0.5551
S -2.593 0.299 -0.328 1.4987
O -3.010 1.068 -1.472 -0.7002
O -3.395 0.382 0.858 -0.7903
N -2.403 -1.335 -0.679 0.0750
C -1.796 -1.589 -1.968 -0.8558
C -2.802 -1.510 -3.117 -0.5107
C -3.981 -2.440 -2.841 -0.7710
C -4.608 -2.081 -1.496 -0.4072
C -3.551 -2.171 -0.396 -1.0038
H -3.954 -1.830 0.558 0.4353
H -3.195 -3.202 -0.290 0.4106
H -4.984 -1.057 -1.530 0.2824
H -5.438 -2.751 -1.265 0.3818
H -4.721 -2.352 -3.638 0.3739
H -3.633 -3.477 -2.816 0.2957
H -3.159 -0.482 -3.190 0.2833
H -2.308 -1.779 -4.053 0.4024
H -1.001 -0.852 -2.098 0.3467
H -1.344 -2.587 -1.928 0.4205
H -0.979 -0.545 1.771 0.4418
H 1.379 -0.070 2.448 0.4084
H 4.771 1.920 1.876 0.3444
H 3.433 1.334 2.905 0.3477
```

=====

3.
The following is a DFT calculation (ωB97M-V/def2-TZVPD) of a cluster of 5 separate species, C18H40N3O14PS4 in total in a non-equilibrium geometry.

## Properties
total charge	0
E_HOMO	-9.23	eV
Kohn-Sham gap	0.31901	Ha

```
80
Properties=species:S:1:pos:R:3:mulliken_charge:R:1
N 3.417 4.089 3.219 -0.5044
C 2.975 3.132 2.426 -0.1056
C 2.091 1.903 1.790 0.6597
C 1.824 2.283 0.205 -0.4668
C 3.090 3.006 -0.544 -0.0634
O 3.415 2.557 -1.787 -0.4815
C 2.790 0.424 1.878 0.7836
O 3.884 0.234 0.894 -0.4777
C 1.615 -0.685 1.444 -0.4362
N 0.560 -1.441 1.217 -0.3717
P 3.384 -0.098 3.615 0.1640
N 3.001 0.926 4.811 -0.6534
H 1.010 1.804 2.280 0.0924
H 0.917 3.033 0.155 0.4144
H 1.521 1.354 -0.457 0.2513
H 3.720 3.908 -0.149 0.3360
H 3.479 -0.287 0.138 0.3809
H 4.838 -0.301 3.589 0.1293
H 2.787 -1.378 3.926 0.1153
H 3.924 1.202 5.231 0.2364
O 7.682 -0.633 -3.903 -0.6383
S 8.197 0.640 -3.443 1.1818
O 7.972 1.119 -2.097 -0.5837
O 7.752 1.802 -4.495 -0.2473
C 6.372 1.957 -4.795 -0.4041
C 5.633 2.653 -3.666 -0.8202
C 9.941 0.697 -3.769 -0.9156
H 5.915 0.991 -5.032 0.3275
H 6.307 2.575 -5.697 0.2599
H 5.602 2.025 -2.771 0.2565
H 4.603 2.875 -3.957 0.3979
H 6.135 3.585 -3.391 0.2288
H 10.121 0.377 -4.797 0.3129
H 10.436 0.017 -3.073 0.3625
H 10.298 1.716 -3.609 0.3063
O -1.446 2.146 2.594 -0.6836
S -2.290 1.034 2.977 1.1953
O -2.646 -0.016 2.048 -0.5894
O -3.652 1.613 3.660 -0.2500
C -4.438 2.543 2.929 -0.4410
C -5.240 1.857 1.839 -0.8349
C -1.610 0.281 4.434 -0.9511
H -3.812 3.342 2.518 0.3105
H -5.129 3.008 3.640 0.2788
H -4.584 1.454 1.062 0.2621
H -5.930 2.560 1.365 0.3889
H -5.811 1.017 2.247 0.2549
H -1.376 1.061 5.161 0.3299
H -0.699 -0.248 4.145 0.3196
H -2.336 -0.426 4.839 0.3724
O -5.311 3.167 -3.166 -0.6581
S -6.529 2.694 -2.541 1.1632
O -6.585 2.340 -1.140 -0.5228
O -7.130 1.460 -3.419 -0.2740
C -6.296 0.340 -3.681 -0.3287
C -6.162 -0.552 -2.461 -0.8137
C -7.826 3.860 -2.873 -0.9709
H -5.315 0.664 -4.044 0.3137
H -6.767 -0.229 -4.489 0.2715
H -5.617 -0.044 -1.660 0.1456
H -5.621 -1.468 -2.708 0.3846
H -7.148 -0.815 -2.064 0.2576
H -7.821 4.104 -3.936 0.3454
H -7.631 4.757 -2.281 0.3631
H -8.780 3.421 -2.577 0.3134
O -0.901 -7.922 0.232 -0.6312
S -1.542 -7.255 1.347 1.1915
O -2.861 -6.672 1.238 -0.5961
O -0.523 -6.137 1.952 -0.2667
C 0.000 -5.147 1.077 -0.3203
C -1.033 -4.081 0.763 -0.9655
C -1.530 -8.350 2.744 -0.9189
H 0.388 -5.605 0.161 0.3093
H 0.848 -4.681 1.589 0.2373
H -1.858 -4.493 0.174 0.4144
H -0.586 -3.264 0.190 0.3583
H -1.465 -3.676 1.684 0.2208
H -0.528 -8.764 2.863 0.3119
H -2.247 -9.150 2.550 0.3671
H -1.830 -7.792 3.633 0.3080
```

=====

4.
The following is a DFT calculation (ωB97M-V/def2-TZVPD) of a cluster of 2 separate species, C2H3NO3 in total in a non-equilibrium geometry.

## Properties
energy above the lowest of the compared OMol25 structures with the same formula, charge and spin	790.66	kJ/mol
total charge	0
E_HOMO (spin up / spin down)	-10.04 / -7.99	eV
Kohn-Sham gap (spin up / spin down)	0.38610 / 0.23411	Ha

```
9
Properties=species:S:1:pos:R:3:mulliken_charge:R:1
C -0.137 0.577 -0.211 -0.1252
C 0.718 -0.373 0.454 -0.0771
N 1.493 -0.463 3.909 0.6237
O 0.611 -0.888 4.590 -0.4095
O 1.530 -0.250 2.698 -0.4133
O 1.295 0.579 -0.268 -0.3003
H -0.619 0.302 -1.145 0.2268
H -0.585 1.384 0.345 0.2081
H 0.913 -1.421 0.375 0.2669
```

=====

5.
The following is a DFT calculation (ωB97M-V/def2-TZVPD) of a cluster of 2 separate species, C3H11NOS2 in total in a non-equilibrium geometry.

## Properties
energy above the lowest of the compared OMol25 structures with the same formula, charge and spin	291.50	kJ/mol
total charge	0
E_HOMO	-7.60	eV
Kohn-Sham gap	0.30857	Ha

```
18
Properties=species:S:1:pos:R:3:mulliken_charge:R:1
N 1.816 1.445 1.006 -0.5701
C 1.203 1.115 -0.231 -0.2630
C 1.156 -0.460 -0.478 -0.5898
S 0.069 -1.189 -1.553 -0.0920
S -1.792 -1.746 -1.430 -0.0706
C -2.332 -2.698 0.148 -0.8642
H 2.457 2.282 1.089 0.2070
H 1.380 1.443 1.959 0.1980
H 0.108 1.466 -0.102 0.2250
H 1.502 1.821 -1.042 0.3377
H 2.242 -0.900 -0.853 0.2189
H 1.318 -0.822 0.605 0.3466
H -1.656 -2.656 0.976 0.3039
H -3.140 -2.139 0.546 0.3042
H -2.735 -3.657 -0.050 0.3098
H 0.659 5.596 4.488 0.2966
H 2.190 5.474 4.134 0.3230
O 1.295 5.151 4.037 -0.6209
```

=====

6.
The following is a DFT calculation (ωB97M-V/def2-TZVPD) of a cluster of 2 separate species, C3H7NO3 in total in a non-equilibrium geometry.

## Properties
energy above the lowest of the compared OMol25 structures with the same formula, charge and spin	204.96	kJ/mol
total charge	0
E_HOMO	-9.94	eV
Kohn-Sham gap	0.38293	Ha

```
14
Properties=species:S:1:pos:R:3:mulliken_charge:R:1
C -0.746 1.133 -1.553 0.0200
N -0.066 0.370 -0.605 -0.2226
C 0.611 1.123 0.414 -0.3155
C 1.370 0.289 1.438 -0.0714
O 0.721 -0.443 2.140 -0.4207
O -0.698 2.342 -1.597 -0.5160
H -1.226 0.579 -2.375 0.3522
H -0.720 -0.372 -0.359 0.2397
H -0.090 1.738 0.987 0.2884
H 1.295 1.831 -0.058 0.3043
H 2.462 0.172 1.394 0.3458
H -0.288 -3.156 0.282 0.3212
H -1.523 -2.994 -0.453 0.3107
O -1.102 -2.612 0.342 -0.6360
```

=====

7.
The following is a DFT calculation (ωB97M-V/def2-TZVPD) of the ion C34H37O2S with charge -1 in a non-equilibrium geometry.

## Properties
total charge	-1
E_HOMO	-3.06	eV
Kohn-Sham gap	0.19347	Ha

```
74
Properties=species:S:1:pos:R:3:mulliken_charge:R:1
C -4.675 -6.437 3.699 -0.8220
O -5.306 -5.171 3.421 -0.4519
C -4.580 -4.202 2.809 0.9205
C -5.229 -2.950 2.606 -0.6963
C -4.521 -1.902 2.052 -0.5524
C -3.154 -2.032 1.678 0.6206
C -2.432 -0.909 1.124 -0.4996
C -1.169 -0.965 0.655 -0.8471
C -0.392 0.215 0.137 0.8674
C 1.016 -0.081 -0.416 -1.4306
C 1.666 0.930 -1.136 -0.3327
C 2.926 0.780 -1.666 -0.4801
C 3.650 1.935 -2.389 2.4735
C 4.895 2.341 -1.594 -1.7116
C 2.749 3.161 -2.530 -1.9895
C 4.069 1.490 -3.792 -1.8346
C 3.620 -0.502 -1.482 1.3145
O 4.805 -0.651 -1.875 -0.9397
C 2.924 -1.578 -0.771 -0.8235
C 3.655 -2.934 -0.564 2.3857
C 4.078 -3.522 -1.915 -1.7954
C 2.769 -3.962 0.134 -2.1297
C 4.907 -2.728 0.295 -1.7308
C 1.672 -1.312 -0.245 -0.1537
C -2.530 -3.283 1.896 -0.8646
C -3.217 -4.363 2.438 -0.4088
H -5.447 -7.020 4.199 0.2345
H -4.361 -6.935 2.772 0.3295
H -3.804 -6.311 4.355 0.3395
H -6.280 -2.860 2.886 0.3844
H -5.020 -0.945 1.894 0.3426
H -2.999 0.024 1.055 0.1526
H -0.731 -1.936 0.451 0.3846
H -0.960 0.697 -0.666 0.4333
H 1.119 1.862 -1.291 0.3910
H 5.586 1.496 -1.519 0.3567
H 5.406 3.176 -2.089 0.4516
H 4.613 2.656 -0.582 0.3189
H 1.850 2.913 -3.103 0.3934
H 2.463 3.560 -1.550 0.2339
H 3.279 3.956 -3.069 0.4457
H 3.179 1.198 -4.363 0.3640
H 4.573 2.312 -4.316 0.4511
H 4.746 0.634 -3.725 0.3391
H 4.746 -2.826 -2.430 0.3380
H 4.600 -4.474 -1.758 0.4504
H 3.190 -3.702 -2.534 0.3632
H 2.496 -3.640 1.143 0.3662
H 1.865 -4.164 -0.446 0.3989
H 3.318 -4.905 0.230 0.4591
H 4.636 -2.326 1.278 0.3227
H 5.417 -3.688 0.440 0.4436
H 5.593 -2.034 -0.198 0.3656
H 1.170 -2.090 0.328 0.4024
H -1.482 -3.412 1.634 0.4498
H -2.719 -5.327 2.583 0.3501
C -5.395 5.197 0.223 -0.4736
C -4.668 4.189 0.832 -0.6876
C -3.258 4.120 0.684 0.6729
C -2.567 5.230 0.067 1.0595
C -3.338 6.281 -0.493 -0.7494
C -4.730 6.233 -0.476 -0.4698
C -1.145 5.180 0.001 -0.8594
C -0.450 4.028 0.338 -0.2784
C -1.142 2.896 0.865 -0.3097
S -0.270 1.484 1.454 -0.1508
C -2.519 2.983 1.087 -0.5174
H -6.483 5.197 0.276 0.3500
H -5.151 3.403 1.412 0.3779
H -2.809 7.109 -0.970 0.3573
H -5.311 6.997 -0.998 0.3553
H -0.607 6.071 -0.331 0.3639
H 0.636 3.983 0.252 0.4601
H -3.032 2.162 1.595 0.3550
```

=====

Repeat the seventh record exactly.
The following is a DFT calculation (ωB97M-V/def2-TZVPD) of the ion C34H37O2S with charge -1 in a non-equilibrium geometry.

## Properties
total charge	-1
E_HOMO	-3.06	eV
Kohn-Sham gap	0.19347	Ha

```
74
Properties=species:S:1:pos:R:3:mulliken_charge:R:1
C -4.675 -6.437 3.699 -0.8220
O -5.306 -5.171 3.421 -0.4519
C -4.580 -4.202 2.809 0.9205
C -5.229 -2.950 2.606 -0.6963
C -4.521 -1.902 2.052 -0.5524
C -3.154 -2.032 1.678 0.6206
C -2.432 -0.909 1.124 -0.4996
C -1.169 -0.965 0.655 -0.8471
C -0.392 0.215 0.137 0.8674
C 1.016 -0.081 -0.416 -1.4306
C 1.666 0.930 -1.136 -0.3327
C 2.926 0.780 -1.666 -0.4801
C 3.650 1.935 -2.389 2.4735
C 4.895 2.341 -1.594 -1.7116
C 2.749 3.161 -2.530 -1.9895
C 4.069 1.490 -3.792 -1.8346
C 3.620 -0.502 -1.482 1.3145
O 4.805 -0.651 -1.875 -0.9397
C 2.924 -1.578 -0.771 -0.8235
C 3.655 -2.934 -0.564 2.3857
C 4.078 -3.522 -1.915 -1.7954
C 2.769 -3.962 0.134 -2.1297
C 4.907 -2.728 0.295 -1.7308
C 1.672 -1.312 -0.245 -0.1537
C -2.530 -3.283 1.896 -0.8646
C -3.217 -4.363 2.438 -0.4088
H -5.447 -7.020 4.199 0.2345
H -4.361 -6.935 2.772 0.3295
H -3.804 -6.311 4.355 0.3395
H -6.280 -2.860 2.886 0.3844
H -5.020 -0.945 1.894 0.3426
H -2.999 0.024 1.055 0.1526
H -0.731 -1.936 0.451 0.3846
H -0.960 0.697 -0.666 0.4333
H 1.119 1.862 -1.291 0.3910
H 5.586 1.496 -1.519 0.3567
H 5.406 3.176 -2.089 0.4516
H 4.613 2.656 -0.582 0.3189
H 1.850 2.913 -3.103 0.3934
H 2.463 3.560 -1.550 0.2339
H 3.279 3.956 -3.069 0.4457
H 3.179 1.198 -4.363 0.3640
H 4.573 2.312 -4.316 0.4511
H 4.746 0.634 -3.725 0.3391
H 4.746 -2.826 -2.430 0.3380
H 4.600 -4.474 -1.758 0.4504
H 3.190 -3.702 -2.534 0.3632
H 2.496 -3.640 1.143 0.3662
H 1.865 -4.164 -0.446 0.3989
H 3.318 -4.905 0.230 0.4591
H 4.636 -2.326 1.278 0.3227
H 5.417 -3.688 0.440 0.4436
H 5.593 -2.034 -0.198 0.3656
H 1.170 -2.090 0.328 0.4024
H -1.482 -3.412 1.634 0.4498
H -2.719 -5.327 2.583 0.3501
C -5.395 5.197 0.223 -0.4736
C -4.668 4.189 0.832 -0.6876
C -3.258 4.120 0.684 0.6729
C -2.567 5.230 0.067 1.0595
C -3.338 6.281 -0.493 -0.7494
C -4.730 6.233 -0.476 -0.4698
C -1.145 5.180 0.001 -0.8594
C -0.450 4.028 0.338 -0.2784
C -1.142 2.896 0.865 -0.3097
S -0.270 1.484 1.454 -0.1508
C -2.519 2.983 1.087 -0.5174
H -6.483 5.197 0.276 0.3500
H -5.151 3.403 1.412 0.3779
H -2.809 7.109 -0.970 0.3573
H -5.311 6.997 -0.998 0.3553
H -0.607 6.071 -0.331 0.3639
H 0.636 3.983 0.252 0.4601
H -3.032 2.162 1.595 0.3550
```

=====

> Look up the total charge of the seventh one.

-1

=====

> What is the total charge in the seventh record?

-1